Entry 1:
9
Properties=species:S:1:pos:R:3:forces:R:3 method="wB97M-V/def2-TZVPD" total_energy_ha=-950.16292 de_lowest_kj_mol=120.2 gap_ev=8.5 lumo_ev=-0.4356 molar_mass_g_mol=108.2
O -2.447 -2.173 -0.099 -0.058 -0.594 0.002
C -2.180 -1.159 0.463 -0.020 0.407 -0.189
S -2.096 0.415 -0.319 0.136 0.511 0.099
H -1.962 -1.058 1.532 0.033 -0.197 0.256
H -2.359 -0.035 -1.546 -0.058 -0.128 -0.167
C 2.088 0.229 -0.045 0.102 -0.523 -0.090
S 2.486 -1.321 -0.173 -0.088 0.304 0.058
H 1.895 0.695 0.913 -0.025 0.084 0.119
H 1.994 0.860 -0.919 -0.022 0.136 -0.087

---

Entry 2:
77
Properties=species:S:1:pos:R:3:forces:R:3 method="wB97M-V/def2-TZVPD" total_energy_ha=-1920.16355 total_charge=+3 de_lowest_kj_mol=0.0 multiplicity=5 gap_ev="3.7 / 5.0" lumo_ev="-9.4370 / -11.5802" molar_mass_g_mol=733.7
Pt 0.434 1.009 -1.739 1.272 0.172 0.615
C 4.462 -4.809 -1.155 0.095 -0.210 -0.034
C 3.771 -3.512 -1.035 0.171 0.178 0.137
C 3.972 -2.711 0.102 -0.118 0.294 0.306
C 3.326 -1.485 0.313 0.454 0.160 0.797
C 3.680 -0.814 1.520 0.430 -1.220 -0.932
N 3.163 0.157 2.253 0.033 1.167 0.981
C 1.963 0.949 2.162 -0.316 0.205 -0.103
C 2.252 2.410 2.536 -0.331 -0.323 -0.223
C 1.043 3.288 2.203 1.029 0.310 -0.710
N -0.083 2.897 3.015 -2.075 -0.433 -0.109
C -1.328 2.577 2.723 1.638 0.551 1.234
C -2.063 2.472 1.509 -1.017 -0.087 -0.851
C -3.455 2.538 1.656 1.306 0.055 0.241
C -4.345 2.570 0.572 -0.084 -0.035 -0.249
C -5.809 2.624 0.741 -0.288 0.060 0.064
C -3.805 2.588 -0.714 1.170 -0.200 -0.242
C -2.443 2.414 -0.940 -0.986 -0.208 0.593
C -1.981 2.502 -2.290 0.657 -0.022 -1.317
N -0.865 2.085 -2.789 -0.990 0.119 1.142
C -0.499 2.542 -4.111 0.475 0.400 -1.229
C 0.650 1.757 -4.740 -0.012 -0.167 0.136
C 0.516 0.242 -4.572 -0.300 0.335 -0.922
N 1.000 -0.153 -3.267 0.297 -0.397 0.618
C 1.670 -1.247 -3.121 -0.243 0.324 -0.325
C 2.326 -1.765 -1.958 0.357 -0.060 1.020
C 2.957 -3.011 -2.058 -0.604 0.326 -0.738
C 2.439 -0.991 -0.740 -0.011 -0.810 -1.095
O 1.862 0.114 -0.586 -0.309 0.573 0.028
C -1.523 2.250 0.167 0.640 -0.157 0.183
O -0.313 1.945 0.001 -0.775 0.056 0.000
H 4.827 -5.172 -0.198 -0.024 0.005 0.047
H 5.335 -4.707 -1.809 0.060 0.130 -0.063
H 3.843 -5.570 -1.625 -0.135 -0.001 -0.029
H 4.645 -3.074 0.866 0.010 -0.038 0.044
H 4.577 -1.232 1.969 -0.144 0.035 0.064
H 3.701 0.379 3.085 0.006 -0.185 -0.251
H 1.227 0.535 2.867 -0.058 0.000 -0.123
H 1.554 0.904 1.153 0.168 -0.041 0.457
H 3.103 2.778 1.963 -0.014 0.042 0.025
H 2.489 2.490 3.601 0.135 0.080 0.004
H 0.802 3.216 1.144 0.044 0.103 0.277
H 1.286 4.330 2.437 -0.191 -0.077 0.053
H 0.127 2.944 4.008 -0.204 -0.074 0.042
H -1.947 2.436 3.605 0.128 -0.015 0.081
H -3.867 2.624 2.650 -0.060 -0.040 0.155
H -6.115 2.582 1.781 -0.059 0.023 0.053
H -6.281 1.806 0.192 -0.005 -0.057 0.035
H -6.199 3.539 0.286 -0.030 0.051 0.074
H -4.467 2.698 -1.559 -0.095 0.055 -0.149
H -2.660 3.044 -2.950 0.186 -0.022 -0.105
H -0.173 3.589 -4.024 -0.154 -0.223 0.100
H -1.380 2.518 -4.763 0.023 -0.036 0.159
H 1.599 2.083 -4.305 -0.045 0.007 -0.050
H 0.674 1.992 -5.805 -0.024 0.046 0.054
H 1.091 -0.260 -5.359 -0.080 -0.004 0.261
H -0.535 -0.066 -4.678 0.176 -0.015 0.058
H 1.805 -1.867 -4.009 -0.075 0.203 -0.063
H 2.829 -3.585 -2.962 0.031 -0.112 -0.124
O -2.213 -0.454 0.413 -0.767 1.143 0.347
C -1.386 -1.265 -0.010 0.286 -1.719 0.192
O -0.521 -1.146 -0.888 0.234 0.255 -0.385
C -1.424 -2.665 0.727 0.719 0.833 -0.748
N -2.710 -2.693 1.468 -0.711 0.362 -0.105
C -2.451 -3.068 2.892 0.254 -0.412 0.781
C -1.020 -3.603 2.888 0.019 0.163 -0.059
C -0.354 -2.738 1.821 -0.123 -0.186 0.045
H -1.336 -3.487 0.016 -0.181 0.049 0.098
H -3.410 -3.301 1.039 0.171 0.094 0.019
H -3.017 -1.680 1.354 0.061 -0.596 0.075
H -3.170 -3.806 3.243 -0.109 0.135 -0.137
H -2.530 -2.178 3.519 -0.069 -0.025 -0.183
H -0.994 -4.653 2.595 -0.047 -0.033 0.033
H -0.554 -3.509 3.867 -0.034 -0.048 0.006
H 0.582 -3.147 1.453 0.019 0.016 -0.064
H -0.167 -1.739 2.222 0.064 0.085 -0.022
F 1.814 2.750 -1.847 -0.920 -0.909 0.004

---

Entry 3:
179
Properties=species:S:1:pos:R:3:forces:R:3 method="wB97M-V/def2-TZVPD" total_energy_ha=-3404.11320 de_lowest_kj_mol=890.9 gap_ev=8.8 lumo_ev=-0.0458 molar_mass_g_mol=996.4
C -3.913 -5.074 -0.003 1.592 0.006 1.942
C -4.515 -6.518 0.076 0.602 2.257 0.298
O -5.056 -6.660 -1.188 -0.438 -0.901 -1.231
O -2.642 -5.077 -0.717 -0.630 -1.139 -0.191
H -3.685 -4.739 1.009 -0.157 0.197 0.228
H -4.568 -4.336 -0.466 -0.459 -0.359 0.007
H -5.294 -6.570 0.836 -0.100 0.193 0.021
H -3.768 -7.268 0.336 0.318 0.029 -0.156
H -4.491 -6.041 -1.658 -0.291 -0.432 -1.120
H -2.283 -4.203 -0.881 -0.448 0.182 0.216
C 8.258 2.455 2.650 2.630 1.860 -0.462
C 9.666 3.053 2.876 -0.159 -0.503 -0.903
O 9.962 3.614 4.128 -0.372 0.949 0.017
O 8.322 1.353 3.445 -1.334 -1.994 1.181
H 8.298 2.195 1.592 -0.524 -0.011 -0.295
H 7.493 3.202 2.860 -0.356 -0.195 0.177
H 9.829 3.741 2.046 0.283 0.679 0.490
H 10.352 2.224 2.707 0.052 -0.180 -0.200
H 10.083 2.948 4.808 -0.162 -0.300 -0.292
H 7.578 0.786 3.231 -0.085 -0.302 0.293
C 2.757 7.174 -5.561 1.050 -3.055 -0.294
C 1.971 6.104 -6.368 0.252 0.735 0.476
O 2.830 5.469 -7.279 0.260 0.108 -0.337
O 2.047 7.390 -4.369 -0.373 1.386 -0.033
H 3.208 7.926 -6.207 -1.253 1.187 0.228
H 3.684 6.704 -5.232 0.213 -0.525 -0.051
H 1.090 6.578 -6.799 0.013 0.150 -0.594
H 1.558 5.384 -5.661 0.185 -0.284 0.292
H 2.346 5.047 -7.992 -0.168 0.060 0.073
H 1.214 6.924 -4.470 -0.208 0.224 0.251
C -6.705 -0.694 1.335 1.115 -0.255 0.130
C -7.053 -0.515 -0.124 0.431 0.410 -0.869
O -5.875 -0.490 -1.032 -0.768 0.036 1.375
O -6.963 -2.017 1.845 0.299 0.964 -0.421
H -7.059 0.114 1.975 -1.508 -0.343 0.054
H -5.681 -0.324 1.394 0.896 -1.035 -0.140
H -7.515 0.472 -0.106 -0.134 0.103 -0.813
H -7.720 -1.259 -0.560 -0.314 0.051 0.629
H -6.124 -0.954 -1.835 -0.030 -0.008 -0.003
H -6.236 -2.290 2.409 0.061 0.038 0.039
C -1.851 1.744 -8.582 0.601 -0.111 -0.748
C -1.372 0.792 -9.684 -0.232 0.114 1.274
O -0.757 -0.267 -8.972 0.145 -0.472 -0.873
O -2.598 2.724 -9.218 -0.776 1.683 -0.123
H -1.052 2.246 -8.036 0.300 0.019 -0.352
H -2.388 1.221 -7.791 -0.270 -0.437 -0.241
H -0.719 1.174 -10.469 0.379 0.709 0.484
H -2.262 0.548 -10.264 -0.363 -0.785 0.161
H -0.124 -0.635 -9.593 0.149 -0.439 0.285
H -3.482 2.440 -9.462 0.070 -0.281 0.145
C -5.312 6.080 -3.449 1.670 -0.272 0.354
C -4.383 5.545 -4.584 -0.687 -0.931 0.671
O -3.038 5.240 -4.094 -1.313 0.929 -0.563
O -6.493 6.593 -3.949 -1.028 0.443 -1.226
H -4.709 6.869 -3.000 0.090 0.155 0.365
H -5.567 5.359 -2.672 0.532 -0.473 -0.027
H -4.453 6.264 -5.400 0.857 0.385 0.183
H -4.789 4.647 -5.049 -0.188 -0.222 0.213
H -2.984 4.286 -3.998 -0.005 0.006 0.014
H -7.085 6.835 -3.233 0.117 -0.030 0.017
C 5.076 -3.741 -4.921 0.117 -0.295 -1.596
C 6.521 -3.709 -5.455 0.245 0.185 2.632
C 6.931 -2.328 -6.023 -0.421 -0.517 -0.710
O 6.511 -1.249 -5.197 0.627 0.705 -0.273
C 7.199 0.038 -5.387 -0.185 -1.415 0.443
N 7.365 -4.002 -4.228 -0.454 0.383 -1.410
H 4.568 -2.913 -5.415 -0.481 -0.005 0.535
H 5.035 -3.719 -3.832 -0.116 0.315 -0.200
H 4.615 -4.669 -5.261 -0.213 0.009 0.177
H 6.746 -4.562 -6.094 -0.188 0.541 -0.703
H 6.515 -2.213 -7.024 -0.268 0.109 -0.265
H 8.007 -2.389 -6.184 0.410 0.439 0.244
H 8.274 -0.138 -5.335 0.126 0.074 0.213
H 6.863 0.669 -4.564 0.112 -0.147 -0.031
H 7.022 0.577 -6.317 -0.500 -0.431 -0.298
H 6.935 -3.410 -3.532 0.472 0.185 0.455
H 8.227 -3.558 -4.513 0.707 -0.130 0.794
C 1.756 0.447 -2.542 -0.364 1.135 0.985
C 0.579 0.860 -1.570 1.499 -3.199 -0.990
C 1.042 1.815 -0.488 -0.123 -1.297 0.209
O 1.663 1.030 0.510 0.611 -0.458 -0.178
C 1.682 1.609 1.816 0.408 -0.974 -1.670
N -0.556 1.201 -2.349 -1.751 1.347 -0.827
H 1.430 -0.027 -3.468 -0.223 0.013 0.148
H 2.450 -0.214 -2.022 0.029 0.089 -0.025
H 2.261 1.383 -2.782 0.318 -0.117 -0.374
H 0.294 -0.118 -1.182 0.471 -0.024 1.385
H 0.193 2.257 0.033 -0.138 0.928 -0.618
H 1.803 2.436 -0.961 -0.382 0.967 0.343
H 0.629 1.745 2.063 0.174 0.341 0.834
H 2.295 2.510 1.802 -0.279 0.320 0.315
H 2.210 0.825 2.358 -0.387 0.325 0.677
H -0.804 0.388 -2.894 0.401 -0.050 -0.641
H -1.362 1.197 -1.740 -0.288 0.653 0.411
C 6.367 7.834 7.425 -0.986 1.338 0.662
C 5.768 7.187 6.203 1.122 -0.739 0.425
C 4.355 7.710 5.760 2.790 -1.445 0.275
O 3.969 6.861 4.650 -0.940 0.684 0.600
C 2.550 6.953 4.434 0.088 0.067 0.214
N 6.725 7.370 5.113 -1.354 1.158 -0.886
H 6.613 8.888 7.299 0.115 0.133 -0.827
H 7.311 7.404 7.761 -0.406 -0.479 0.151
H 5.589 7.953 8.180 0.231 -0.767 0.757
H 5.705 6.111 6.365 -0.588 -0.198 0.413
H 4.588 8.731 5.461 -0.823 0.321 -0.240
H 3.752 7.624 6.664 -0.608 0.104 -0.382
H 1.996 6.161 4.939 0.195 0.057 0.792
H 2.198 6.787 3.416 0.890 0.401 -0.438
H 2.253 7.943 4.781 -0.533 -0.120 -0.152
H 6.006 7.355 4.404 1.164 -0.229 -1.594
H 7.424 6.659 4.954 -0.342 -0.306 0.217
C -3.538 1.908 8.100 -0.101 0.160 0.883
C -4.887 1.902 8.878 2.269 -0.621 -0.287
C -5.626 3.214 8.680 -0.184 -0.912 2.527
O -6.829 3.274 9.484 -1.933 0.154 -1.172
C -6.863 3.060 10.895 2.353 -0.570 -0.881
N -5.641 0.764 8.388 -1.348 1.024 -0.815
H -3.685 2.108 7.038 -0.112 -0.446 -0.024
H -3.098 0.936 8.320 0.058 -0.152 -0.643
H -2.783 2.616 8.441 -0.240 0.348 0.303
H -4.662 1.711 9.928 0.182 0.594 0.327
H -5.866 3.276 7.619 -0.411 0.508 0.209
H -5.009 4.018 9.082 0.431 0.193 -0.641
H -6.678 2.002 11.081 -0.273 -0.245 0.260
H -7.763 3.370 11.427 -0.119 0.265 -0.814
H -5.982 3.562 11.295 -0.056 0.317 0.567
H -5.540 -0.138 8.832 0.258 0.329 0.369
H -6.575 1.122 8.527 -0.770 -0.953 -0.172
C -1.029 -5.724 4.988 -0.288 1.493 0.993
C -1.514 -4.314 5.610 0.484 -1.653 -2.404
C -0.625 -3.169 4.940 -0.008 -1.774 1.372
O 0.730 -3.460 5.342 -0.515 0.720 0.020
C 1.069 -2.887 6.593 0.094 0.187 -0.655
N -2.945 -4.220 5.325 -0.278 0.825 -0.241
H -0.046 -5.952 5.401 -0.163 -0.296 -0.043
H -0.953 -5.714 3.901 0.007 0.469 -0.009
H -1.777 -6.486 5.205 0.195 -0.134 0.365
H -1.496 -4.333 6.699 1.305 0.105 0.089
H -1.011 -2.203 5.267 0.382 0.346 0.124
H -0.549 -3.179 3.853 -0.725 -0.328 0.034
H 1.022 -1.802 6.508 -0.073 0.242 0.166
H 2.111 -3.146 6.782 -0.188 -0.199 0.272
H 0.383 -3.215 7.374 0.200 -0.107 0.246
H -3.282 -3.496 5.945 -0.407 0.554 -0.176
H -3.394 -5.032 5.723 -0.013 -0.438 -0.206
C -8.313 -3.354 -6.046 -0.714 1.300 -1.140
C -7.055 -4.042 -5.797 1.575 -1.609 0.035
C -6.848 -5.257 -6.751 0.033 -0.525 0.269
O -7.031 -4.894 -8.092 -0.252 0.396 -1.620
C -7.565 -5.853 -9.005 -0.633 0.259 -0.136
N -5.954 -3.067 -5.852 -0.526 -0.422 0.088
H -8.351 -2.481 -5.395 -0.765 -0.380 0.521
H -9.151 -4.049 -6.100 -0.231 0.411 0.500
H -8.235 -2.874 -7.022 -0.196 -0.178 -0.413
H -7.092 -4.447 -4.786 0.224 -0.252 0.145
H -7.462 -6.123 -6.501 -0.740 0.174 0.237
H -5.853 -5.688 -6.635 0.553 0.292 0.152
H -7.701 -5.522 -10.035 1.202 1.106 -0.067
H -8.639 -5.989 -8.881 -0.114 -0.785 1.200
H -6.987 -6.771 -9.110 -0.095 -0.171 0.580
H -6.127 -2.521 -6.684 0.391 0.197 -0.243
H -5.096 -3.583 -5.982 0.290 0.194 -0.073
C 5.713 -5.186 3.323 0.060 0.691 0.455
C 4.979 -4.575 2.106 1.467 -1.282 -0.904
C 3.900 -5.502 1.509 0.437 -0.530 1.068
O 4.460 -6.791 1.093 -1.522 1.940 -1.108
C 3.504 -7.425 0.200 0.990 -0.517 0.501
N 4.527 -3.207 2.380 -0.450 -1.187 0.266
H 5.000 -5.714 3.957 0.039 -0.251 -0.022
H 6.160 -4.422 3.959 -0.465 0.641 -0.037
H 6.620 -5.778 3.200 -0.512 -0.577 -0.892
H 5.627 -4.509 1.232 0.725 0.129 0.229
H 3.444 -4.905 0.720 -0.004 -0.455 -0.654
H 3.106 -5.705 2.228 -0.224 -0.036 0.312
H 2.966 -6.794 -0.508 0.077 0.656 0.376
H 2.793 -7.976 0.816 -0.172 -0.118 -0.176
H 4.071 -8.096 -0.445 0.034 -0.279 0.309
H 3.899 -3.368 3.154 -0.355 0.640 0.601
H 3.896 -2.999 1.619 -0.154 0.568 -0.305

---

Entry 4:
10
Properties=species:S:1:pos:R:3:forces:R:3 method="wB97M-V/def2-TZVPD" total_energy_ha=-1083.96885 de_lowest_kj_mol=98.9 gap_ev=10.2 lumo_ev=0.6453 molar_mass_g_mol=134.6
S -0.958 -2.317 -0.195 0.083 0.173 -0.711
N -0.440 -0.702 -0.130 0.596 -0.387 0.040
N -1.321 0.310 -0.123 -0.207 0.393 -0.013
C -0.597 1.409 -0.110 0.221 -0.177 0.008
C 0.801 1.124 -0.111 -0.341 0.737 0.025
C 0.855 -0.233 -0.128 -0.204 -0.282 0.064
Cl 2.209 -1.268 -0.117 -0.110 0.013 -0.012
H -1.065 -2.528 1.104 -0.011 -0.005 0.637
H -1.103 2.367 -0.104 0.173 -0.107 0.005
H 1.619 1.838 -0.087 -0.200 -0.358 -0.043

---

What did the fourth record say?
10
Properties=species:S:1:pos:R:3:forces:R:3 method="wB97M-V/def2-TZVPD" total_energy_ha=-1083.96885 de_lowest_kj_mol=98.9 gap_ev=10.2 lumo_ev=0.6453 molar_mass_g_mol=134.6
S -0.958 -2.317 -0.195 0.083 0.173 -0.711
N -0.440 -0.702 -0.130 0.596 -0.387 0.040
N -1.321 0.310 -0.123 -0.207 0.393 -0.013
C -0.597 1.409 -0.110 0.221 -0.177 0.008
C 0.801 1.124 -0.111 -0.341 0.737 0.025
C 0.855 -0.233 -0.128 -0.204 -0.282 0.064
Cl 2.209 -1.268 -0.117 -0.110 0.013 -0.012
H -1.065 -2.528 1.104 -0.011 -0.005 0.637
H -1.103 2.367 -0.104 0.173 -0.107 0.005
H 1.619 1.838 -0.087 -0.200 -0.358 -0.043